Computed, not measured: a cluster of 16 separate species, C63H152N16O11 in total at a distorted geometry, with ωB97M-V/def2-TZVPD.

Properties
- orbital gap (eV) = 8.13
- calculated total energy (a.u.) = -4195.0886
- max |F| (hartree/bohr) = 0.122

```
! wB97M-V def2-TZVPD RIJCOSX def2/J DEFGRID3
* xyz 0 1
C -9.9718 10.7905 -3.1564
C -10.5538 9.4586 -3.3303
N -10.5070 8.7004 -2.0725
C -9.1691 8.4495 -1.3897
C -8.3070 7.4784 -2.1920
C -11.4609 7.5247 -1.9458
C -11.7729 6.9794 -0.5554
H -10.2741 11.1327 -2.1666
H -10.2419 11.5610 -3.8785
H -8.8890 10.8423 -3.0424
H -11.5469 9.5087 -3.7766
H -10.0625 9.0175 -4.1976
H -8.6789 9.3883 -1.1318
H -9.3384 7.9717 -0.4248
H -8.2614 7.6203 -3.2717
H -7.2924 7.3511 -1.8145
H -8.6567 6.4473 -2.1407
H -11.1832 6.7974 -2.7087
H -12.3419 7.9440 -2.4316
H -11.5180 7.6792 0.2404
H -11.1591 6.0830 -0.4667
H -12.8049 6.6747 -0.3815
C -6.1189 3.6455 4.8414
C -5.0579 4.7728 4.8409
N -4.2053 4.8664 6.0851
C -3.3660 3.7335 6.6184
C -4.1123 2.5259 7.2091
C -4.9604 5.6535 7.0821
C -4.0574 6.1013 8.2410
H -6.9404 3.9499 4.1929
H -6.5774 3.5494 5.8256
H -5.6190 2.7173 4.5643
H -4.3699 4.7173 3.9973
H -5.4820 5.7537 4.6260
H -2.6367 3.4063 5.8772
H -2.5922 4.1642 7.2539
H -3.6721 2.1526 8.1337
H -4.9983 2.9640 7.6686
H -4.3905 1.7702 6.4744
H -5.6840 4.9755 7.5347
H -5.3752 6.5762 6.6765
H -3.4385 6.8685 7.7758
H -3.1872 5.5856 8.6471
H -4.6126 6.5933 9.0396
C -0.7011 5.7916 -7.3550
C 0.4743 6.1208 -8.3347
N -0.0525 6.0111 -9.6988
C -0.9426 7.0871 -10.1345
C -1.8879 6.5236 -11.2227
C 1.0790 6.0322 -10.6084
C 1.7589 4.6950 -10.8475
H -0.4052 5.9770 -6.3224
H -0.9511 4.7353 -7.4543
H -1.5980 6.3789 -7.5516
H 0.9444 7.0762 -8.1015
H 1.2374 5.3582 -8.1797
H -1.6024 7.4443 -9.3438
H -0.4258 8.0164 -10.3742
H -2.5622 7.3294 -11.5127
H -1.3442 6.1683 -12.0981
H -2.4450 5.7034 -10.7700
H 1.8763 6.6221 -10.1563
H 0.7495 6.4356 -11.5659
H 2.8067 4.7453 -10.5513
H 1.7151 4.4143 -11.8999
H 1.2383 3.9141 -10.2933
C 3.2644 1.5021 14.6910
C 4.4800 2.0689 14.0008
N 4.1518 3.0130 12.8929
C 3.7093 4.3456 13.2494
C 4.7110 5.1738 13.9485
C 3.4236 2.5827 11.7114
C 3.7189 1.1598 11.1289
H 2.4501 2.2062 14.8622
H 3.5310 1.3031 15.7290
H 2.7995 0.7329 14.0742
H 5.1102 2.6100 14.7066
H 5.1073 1.3003 13.5493
H 3.3606 4.9332 12.4002
H 2.8138 4.1848 13.8497
H 4.2534 6.1292 14.2052
H 5.0744 4.7755 14.8958
H 5.5934 5.3722 13.3402
H 3.6888 3.2783 10.9152
H 2.3452 2.6995 11.8191
H 3.4572 1.0952 10.0728
H 3.1658 0.4405 11.7329
H 4.7444 0.8747 11.3637
C 2.1424 0.6462 1.2406
C 1.6115 -0.8149 1.3640
N 0.3745 -1.0511 0.6244
C 0.2131 -2.5924 0.5614
C 1.0147 -3.2387 -0.5324
C -0.8286 -0.2579 0.7650
C -1.6866 -0.3581 -0.5332
H 2.3001 0.8973 0.1917
H 3.0742 0.7398 1.7983
H 1.3688 1.2362 1.7320
H 2.4112 -1.4701 1.0187
H 1.6211 -1.2268 2.3731
H 0.4682 -3.1502 1.4625
H -0.8385 -2.8630 0.4661
H 0.8816 -2.7570 -1.5011
H 2.0334 -3.0336 -0.2033
H 0.8521 -4.3164 -0.5244
H -0.5906 0.7983 0.8916
H -1.3425 -0.4317 1.7104
H -1.7782 -1.3766 -0.9104
H -1.1875 0.1774 -1.3409
H -2.6929 0.0241 -0.3620
C 2.9494 8.8718 -1.5632
C 3.6355 9.5180 -2.7919
O 4.5193 8.8319 -3.4296
N 3.1627 10.7623 -3.2023
C 3.6189 11.4167 -4.3606
H 2.4967 7.9505 -1.9299
H 2.1701 9.4739 -1.0960
H 3.6850 8.6513 -0.7896
H 2.3893 11.1945 -2.7173
H 4.5956 11.8465 -4.1385
H 2.9448 12.2531 -4.5454
H 3.6136 10.7298 -5.2069
C -9.4618 -4.9682 -5.8701
C -8.8434 -5.4532 -4.5556
O -8.4302 -6.5955 -4.4844
N -8.6415 -4.5528 -3.5853
C -8.0394 -4.6581 -2.2665
H -9.0203 -5.6311 -6.6143
H -9.1743 -3.9335 -6.0566
H -10.5455 -5.0609 -5.7978
H -8.8566 -3.6665 -4.0192
H -8.8477 -4.7801 -1.5455
H -7.6560 -3.6603 -2.0533
H -7.2703 -5.4297 -2.2301
C 8.9972 4.3235 -1.8874
C 9.2722 3.5250 -3.1149
O 10.2291 2.7357 -3.1136
N 8.6358 3.8558 -4.2515
C 8.7970 3.3715 -5.5687
H 9.7264 5.1313 -1.8261
H 9.1088 3.6354 -1.0494
H 8.0066 4.7781 -1.8755
H 7.9133 4.5584 -4.1839
H 8.6790 4.0606 -6.4049
H 8.1732 2.5443 -5.9076
H 9.8630 3.1447 -5.5890
C -5.2886 -14.7590 -3.6897
C -4.1154 -13.7031 -3.4814
O -2.9011 -14.0688 -3.4394
N -4.4978 -12.4860 -3.2295
C -3.5145 -11.4371 -2.9467
H -6.1123 -14.6372 -2.9864
H -5.0108 -15.8090 -3.7813
H -5.6932 -14.7076 -4.7006
H -5.4686 -12.4643 -2.9517
H -4.0929 -10.5145 -2.9960
H -2.6291 -11.3782 -3.5797
H -3.2242 -11.6363 -1.9151
C -6.0908 -7.9551 5.6891
C -5.4747 -8.0748 4.3801
O -4.2838 -7.6766 4.3074
N -6.0098 -8.5471 3.2712
C -7.3248 -9.1453 3.1768
H -7.1237 -8.2239 5.4677
H -5.9761 -6.9173 6.0018
H -5.6455 -8.5365 6.4964
H -5.4370 -8.6218 2.4427
H -7.4340 -10.1621 3.5539
H -7.4029 -9.3153 2.1030
H -8.1831 -8.4919 3.3336
C 4.1074 -9.0712 -6.3677
C 4.2055 -9.4898 -4.8796
O 3.5565 -10.3869 -4.3863
N 5.0714 -8.8181 -4.0839
C 5.1432 -8.9960 -2.6667
H 4.2186 -10.0659 -6.7994
H 4.9999 -8.5105 -6.6454
H 3.1959 -8.5721 -6.6968
H 5.8064 -8.2181 -4.4301
H 6.0677 -9.4660 -2.3314
H 4.3187 -9.4406 -2.1092
H 5.1502 -8.0565 -2.1142
C -2.9851 0.2365 -10.5750
C -2.7654 -0.9330 -9.6730
O -3.5971 -1.9036 -9.7322
N -1.6972 -0.8605 -8.9219
C -1.3868 -1.7956 -7.8904
H -3.2372 -0.1591 -11.5589
H -2.0300 0.7089 -10.8044
H -3.8000 0.8743 -10.2326
H -1.1615 -0.0045 -8.9007
H -2.1141 -2.6068 -7.8560
H -1.1559 -1.3544 -6.9208
H -0.5015 -2.3321 -8.2317
C 6.2330 10.4674 4.6158
C 5.1820 9.3990 4.9086
O 5.4758 8.1891 4.9679
N 3.9551 9.9684 5.0372
C 2.8317 9.1683 5.3055
H 6.6136 10.3879 3.5975
H 7.0453 10.3493 5.3329
H 5.9791 11.5178 4.7576
H 3.8811 10.9539 5.2452
H 2.8132 8.7664 6.3185
H 2.8882 8.3209 4.6223
H 1.8790 9.6384 5.0615
C 4.7264 -14.7619 2.5698
C 3.3292 -14.2902 2.1768
O 2.8727 -14.5501 1.0405
N 2.7592 -13.4518 3.0107
C 1.4816 -12.7019 2.7008
H 4.7132 -15.8328 2.3668
H 4.9558 -14.7196 3.6345
H 5.5675 -14.2414 2.1119
H 3.2764 -13.0937 3.8009
H 1.2430 -12.1435 3.6060
H 0.6539 -13.3622 2.4418
H 1.7315 -11.9658 1.9368
C 8.2123 -2.8285 -4.1523
C 9.3733 -3.4793 -4.8384
O 9.2960 -4.6399 -5.2227
N 10.4979 -2.7855 -4.9656
C 11.7515 -3.3257 -5.3826
H 7.3155 -3.4204 -4.3355
H 7.8375 -1.9568 -4.6887
H 8.4672 -2.6562 -3.1066
H 10.6159 -1.8942 -4.5053
H 12.3688 -3.2181 -4.4907
H 12.2495 -2.7381 -6.1539
H 11.7011 -4.4037 -5.5356
C 4.9129 -7.1528 6.2636
C 5.8879 -8.2767 6.0644
O 5.6796 -9.4448 6.4513
N 7.0121 -7.9690 5.3523
C 8.0300 -9.0475 4.9869
H 3.8433 -7.3022 6.4115
H 4.9836 -6.4285 5.4521
H 5.2071 -6.6871 7.2041
H 7.1807 -6.9859 5.1938
H 8.9232 -8.7186 4.4557
H 7.4067 -9.7240 4.4021
H 8.3966 -9.5988 5.8528
*
```

Mulliken population analysis, charges in e, atoms 1 to 8: number 1, C, carries -1.413; number 2, C, carries -0.305; number 3, N, carries 0.076; number 4, C, carries -0.605; number 5, C, carries -1.120; number 6, C, carries -0.541; number 7, C, carries -1.264; number 8, H, carries 0.369